DFT (ωB97M-V/def2-TZVPD) results for a structure of composition C48H40Cl3N5O5OsPSe.

Properties
* orbital gap (spin up / spin down): 6.449 / 3.003 eV
* LUMO (spin up / spin down): -2.4 / -5.9 eV
* net charge: +1
* 2S+1: 5
* relative energy (zero: lowest compared OMol25 entry of this formula, charge and spin): 0.2386 eV

Geometry (Å):
1 Os -0.523 0.723 0.573
2 O -0.520 3.253 3.487
3 C -0.721 3.103 2.310
4 O 0.070 2.400 1.516
5 C -1.871 3.823 1.629
6 C -2.541 4.771 2.399
7 C -3.507 5.588 1.842
8 C -3.809 5.481 0.491
9 C -3.168 4.528 -0.279
10 C -2.216 3.674 0.282
11 P -1.444 2.451 -0.830
12 C -0.381 3.538 -1.840
13 C -0.476 3.688 -3.220
14 C 0.392 4.542 -3.889
15 C 1.356 5.249 -3.190
16 C 1.451 5.107 -1.811
17 C 0.591 4.256 -1.139
18 C -2.836 1.831 -1.827
19 C -2.636 1.255 -3.079
20 C -3.692 0.671 -3.763
21 C -4.948 0.596 -3.180
22 C -5.145 1.122 -1.913
23 C -4.100 1.739 -1.243
24 H -2.261 4.859 3.439
25 H -4.013 6.321 2.456
26 H -4.537 6.140 0.038
27 H -3.413 4.439 -1.331
28 H -1.243 3.179 -3.781
29 H 0.305 4.658 -4.961
30 H 2.024 5.919 -3.713
31 H 2.193 5.664 -1.256
32 H 0.678 4.142 -0.065
33 H -1.657 1.273 -3.535
34 H -3.531 0.272 -4.754
35 H -5.769 0.137 -3.714
36 H -6.121 1.069 -1.448
37 H -4.273 2.155 -0.259
38 C 3.812 2.587 5.704
39 N 4.206 1.250 5.314
40 C 3.750 0.584 4.225
41 Se 2.530 1.183 2.993
42 N 4.359 -0.628 4.236
43 C 5.211 -0.747 5.324
44 C 6.036 -1.767 5.761
45 C 6.763 -1.534 6.919
46 C 6.664 -0.324 7.610
47 C 5.836 0.696 7.167
48 C 5.113 0.460 6.011
49 H 2.942 2.868 5.115
50 H 4.623 3.292 5.520
51 H 3.557 2.594 6.763
52 H 4.190 -1.315 3.521
53 H 6.112 -2.703 5.226
54 H 7.419 -2.305 7.296
55 H 7.246 -0.180 8.508
56 H 5.760 1.632 7.703
57 Cl -0.656 -3.240 1.049
58 C -1.064 -0.335 2.270
59 H -0.216 -0.962 2.572
60 H -1.398 0.266 3.114
61 Cl -4.162 -3.956 -4.211
62 C -2.528 -3.620 -4.664
63 C -2.205 -3.702 -6.007
64 C -0.953 -3.305 -6.445
65 C -0.027 -2.797 -5.549
66 C -0.352 -2.720 -4.208
67 Cl 0.806 -2.113 -3.092
68 C -1.593 -3.155 -3.727
69 N -1.891 -3.040 -2.365
70 C -2.459 -4.041 -1.671
71 C -2.339 -5.365 -2.183
72 C -2.881 -6.419 -1.510
73 C -3.575 -6.189 -0.319
74 C -3.675 -4.908 0.211
75 C -3.115 -3.811 -0.411
76 C -3.249 -2.474 0.268
77 C -1.960 -1.770 0.718
78 O -2.172 -1.196 1.903
79 O -1.411 -0.964 -0.215
80 H -2.952 -4.051 -6.705
81 H -0.701 -3.384 -7.493
82 H 0.949 -2.471 -5.878
83 H -1.533 -2.211 -1.838
84 H -1.777 -5.521 -3.092
85 H -2.759 -7.424 -1.886
86 H -4.021 -7.021 0.210
87 H -4.198 -4.762 1.147
88 H -3.846 -2.617 1.165
89 H -3.759 -1.750 -0.377
90 N 2.544 -3.829 -0.423
91 C 3.484 -2.941 -0.823
92 O 4.585 -3.273 -1.206
93 C 3.095 -1.488 -0.789
94 C 3.899 -0.573 -1.458
95 C 3.537 0.762 -1.468
96 C 2.375 1.143 -0.821
97 N 1.612 0.269 -0.163
98 C 1.975 -1.016 -0.131
99 H 2.790 -4.804 -0.457
100 H 1.610 -3.575 -0.146
101 H 4.795 -0.929 -1.947
102 H 4.143 1.505 -1.966
103 H 2.046 2.174 -0.808
104 H 1.346 -1.662 0.468


DFT (ωB97M-V/def2-TZVPD) results for a structure of composition C48H40F3N6O2PSbW.

Properties
* orbital gap (spin up / spin down): 5.260 / 4.489 eV
* LUMO (spin up / spin down): 1.6 / 1.6 eV
* net charge: -1

Geometry (Å):
1 W 0.148 -0.293 -0.352
2 C -4.796 0.919 0.384
3 C -3.675 0.282 -0.118
4 N -2.470 0.834 -0.020
5 C -2.384 2.032 0.567
6 C -3.529 2.663 1.061
7 N -4.728 2.112 0.978
8 C -1.027 2.612 0.653
9 C -0.717 3.848 1.089
10 C 0.631 4.367 0.951
11 C 1.554 3.689 0.240
12 C 1.334 2.323 -0.241
13 N -0.033 1.771 0.138
14 C 1.830 1.842 -1.525
15 C 2.623 2.552 -2.394
16 N 3.233 2.019 -3.458
17 C 3.033 0.685 -3.564
18 C 2.205 -0.044 -2.759
19 N 1.463 0.522 -1.751
20 C 0.957 5.679 1.543
21 C 0.080 6.761 1.497
22 C 0.459 7.964 2.070
23 N 1.623 8.163 2.682
24 C 2.455 7.126 2.731
25 C 2.175 5.882 2.190
26 H -5.774 0.460 0.304
27 H -3.725 -0.677 -0.619
28 H -3.469 3.634 1.538
29 H -1.484 4.497 1.486
30 H 2.513 4.146 0.029
31 H 2.788 3.610 -2.212
32 H 3.567 0.168 -4.354
33 H 2.108 -1.109 -2.898
34 H -0.878 6.685 0.999
35 H -0.213 8.816 2.029
36 H 3.398 7.294 3.240
37 H 2.880 5.068 2.296
38 C 0.705 -3.372 -5.987
39 C 0.346 -2.097 -5.580
40 C 0.150 -1.826 -4.233
41 C 0.302 -2.829 -3.282
42 C 0.654 -4.111 -3.704
43 C 0.863 -4.381 -5.046
44 P 0.011 -2.497 -1.498
45 C -1.196 -3.844 -1.203
46 C -0.918 -4.891 -0.329
47 C -1.851 -5.897 -0.112
48 C -3.076 -5.860 -0.758
49 C -3.362 -4.816 -1.630
50 C -2.430 -3.816 -1.858
51 C 1.516 -2.893 -0.574
52 C 2.362 -3.988 -0.478
53 C 3.452 -3.923 0.381
54 C 3.671 -2.766 1.120
55 C 2.819 -1.672 1.019
56 C 1.710 -1.704 0.165
57 H 0.858 -3.583 -7.039
58 H 0.221 -1.305 -6.306
59 H -0.101 -0.828 -3.909
60 H 0.750 -4.909 -2.977
61 H 1.141 -5.380 -5.359
62 H 0.030 -4.920 0.194
63 H -1.620 -6.705 0.572
64 H -3.807 -6.641 -0.586
65 H -4.315 -4.778 -2.143
66 H -2.665 -3.002 -2.535
67 H 2.181 -4.886 -1.059
68 H 4.129 -4.763 0.469
69 H 4.527 -2.716 1.786
70 H 3.019 -0.791 1.617
71 F -2.385 1.584 -4.676
72 C -2.361 1.273 -3.370
73 F -3.336 2.014 -2.779
74 F -1.189 1.722 -2.883
75 C -2.604 -0.260 -3.105
76 O -3.455 -0.777 -3.816
77 O -1.917 -0.761 -2.179
78 C -2.464 -0.209 3.168
79 Sb -1.103 -1.325 1.903
80 C -2.444 -3.013 1.929
81 C 0.181 -2.042 3.452
82 H -2.468 -0.676 4.155
83 H -3.466 -0.288 2.745
84 H -2.222 0.845 3.275
85 H -3.159 -2.870 2.740
86 H -1.880 -3.927 2.108
87 H -2.975 -3.118 0.982
88 H -0.416 -2.552 4.207
89 H 0.711 -1.203 3.904
90 H 0.914 -2.726 3.027
91 C 1.162 1.232 0.809
92 C 1.543 1.554 2.197
93 C 2.904 1.735 2.472
94 C 3.340 1.998 3.758
95 C 2.426 2.095 4.802
96 C 1.077 1.921 4.540
97 C 0.640 1.651 3.250
98 H 3.616 1.661 1.657
99 H 4.398 2.128 3.949
100 H 2.766 2.302 5.808
101 H 0.353 1.995 5.343
102 H -0.414 1.520 3.059


DFT (ωB97M-V/def2-TZVPD) results for a structure of composition C48H41F10N2NaO10P2.

Properties
* orbital gap: 6.194 eV
* LUMO: 3.2 eV
* net charge: -2
* relative energy (zero: lowest compared OMol25 entry of this formula, charge and spin): 0.5025 eV

Geometry (Å):
1 Na 0.230 -0.517 1.432
2 C 6.013 -2.649 -2.902
3 C 4.689 -3.192 -3.418
4 C 4.816 -4.678 -3.710
5 C 3.476 -5.275 -4.085
6 C 2.525 -5.094 -2.941
7 C 1.561 -6.019 -2.621
8 C 0.698 -5.787 -1.552
9 F -0.239 -6.734 -1.286
10 C 0.766 -4.655 -0.795
11 C 1.743 -3.703 -1.106
12 C 1.777 -2.449 -0.308
13 O 1.098 -2.369 0.710
14 C 2.662 -1.418 -0.829
15 C 3.518 -1.757 -1.821
16 N 3.593 -2.959 -2.451
17 C 2.630 -3.926 -2.156
18 C 2.770 0.009 -0.287
19 O 3.765 0.669 -0.614
20 O 1.812 0.368 0.437
21 H 6.807 -2.942 -3.590
22 H 6.231 -3.070 -1.919
23 H 6.038 -1.567 -2.815
24 H 4.426 -2.676 -4.351
25 H 5.198 -5.177 -2.813
26 H 5.556 -4.814 -4.500
27 H 3.562 -6.335 -4.334
28 H 3.089 -4.763 -4.974
29 H 1.450 -6.928 -3.199
30 H 0.090 -4.462 0.025
31 H 4.211 -0.990 -2.140
32 O -0.845 -5.204 6.687
33 C -0.443 -4.028 6.565
34 O 0.211 -3.336 7.364
35 C -0.699 -3.394 5.185
36 C -1.040 -4.185 4.093
37 C -1.270 -3.593 2.867
38 N -1.240 -2.276 2.660
39 C -0.918 -1.507 3.712
40 C -0.609 -2.025 4.965
41 C -0.907 0.042 3.500
42 O -0.312 0.713 4.340
43 O -1.487 0.459 2.446
44 H -1.131 -5.254 4.238
45 H -1.512 -4.200 1.998
46 H -0.306 -1.364 5.764
47 C -5.407 -1.473 1.298
48 C -3.940 -1.122 1.349
49 O -3.450 -1.164 -0.002
50 P -1.870 -1.043 -0.402
51 O -1.581 -2.494 -1.083
52 C -2.518 -3.145 -1.938
53 C -3.182 -4.279 -1.191
54 O -2.130 -0.249 -1.848
55 C -2.881 0.949 -1.927
56 C -3.548 1.015 -3.282
57 H -5.819 -1.498 2.308
58 H -5.561 -2.454 0.847
59 H -5.968 -0.740 0.715
60 H -3.370 -1.811 1.969
61 H -3.770 -0.123 1.751
62 H -1.950 -3.510 -2.799
63 H -3.252 -2.426 -2.308
64 H -2.455 -5.020 -0.863
65 H -3.913 -4.786 -1.828
66 H -3.699 -3.893 -0.314
67 H -2.212 1.811 -1.787
68 H -3.630 0.980 -1.133
69 H -2.809 0.951 -4.081
70 H -4.089 1.958 -3.391
71 H -4.253 0.193 -3.408
72 F -5.372 6.579 -1.024
73 C -5.296 5.816 0.087
74 F -5.441 6.664 1.132
75 F -6.387 5.028 0.086
76 C -4.014 5.035 0.164
77 C -2.829 5.610 -0.277
78 C -1.643 4.901 -0.181
79 C -1.633 3.611 0.340
80 C -2.825 3.050 0.793
81 C -4.016 3.758 0.709
82 P -0.195 2.505 0.534
83 C 0.911 3.129 -0.808
84 C 1.888 4.111 -0.691
85 C 2.669 4.473 -1.777
86 C 2.481 3.845 -3.002
87 C 1.517 2.858 -3.133
88 C 0.745 2.502 -2.041
89 C 3.305 4.273 -4.183
90 F 4.569 4.591 -3.838
91 F 2.806 5.368 -4.804
92 F 3.389 3.317 -5.130
93 C 0.610 3.227 2.022
94 C 1.954 2.949 2.261
95 C 2.568 3.416 3.414
96 C 1.840 4.151 4.341
97 C 0.494 4.400 4.124
98 C -0.114 3.936 2.972
99 C 2.511 4.719 5.559
100 F 1.768 4.580 6.675
101 F 2.748 6.052 5.443
102 F 3.708 4.155 5.813
103 H -2.828 6.609 -0.696
104 H -0.718 5.354 -0.525
105 H -2.805 2.055 1.227
106 H -4.937 3.315 1.062
107 H 2.059 4.592 0.263
108 H 3.435 5.227 -1.660
109 H 1.386 2.346 -4.076
110 H 0.034 1.687 -2.135
111 H 2.515 2.348 1.555
112 H 3.609 3.187 3.589
113 H -0.089 4.940 4.859
114 H -1.173 4.112 2.828


Question: What is the net charge in the third record?
Answer: -2


Question: Among the records above, which one has the highest net charge?
Answer: C48H40Cl3N5O5OsPSe